A structure of composition C26H34BCeN3O5S. Source: OMol25; level of theory: wB97M-V/def2-TZVPD.

XYZ file:
```
71
Properties=species:S:1:pos:R:3:forces:R:3
Ce -0.34006 0.00365 0.17768 2.5 0.0 0.4
O 1.81920 0.06843 0.43764 -1.5 0.0 0.0
C 2.78720 0.03751 1.37071 0.0 0.0 -0.1
C 4.11455 0.03776 0.94544 0.0 0.0 -0.2
C 5.15432 0.01511 1.84982 0.0 0.0 0.1
C 4.89204 -0.00982 3.21852 0.0 0.0 -0.1
C 3.58498 -0.01025 3.64553 0.0 0.0 0.1
C 2.51060 0.01360 2.74423 -0.2 0.0 0.2
C 1.14014 0.00891 3.25917 -0.1 0.0 -0.1
N -0.00554 -0.02285 2.56766 -0.2 0.0 -0.3
C -1.04944 -0.02608 3.48878 0.0 0.0 -0.2
C -0.53621 0.00594 4.73384 0.1 0.0 0.1
N 0.83220 0.02758 4.56828 0.0 0.0 0.2
H 4.29950 0.05887 -0.12136 0.0 0.0 0.0
H 6.17601 0.01685 1.49377 0.0 0.0 0.0
H 5.70001 -0.03014 3.93549 0.0 0.0 0.0
H 3.40329 -0.03442 4.71297 0.0 0.0 0.0
H -2.08156 -0.05269 3.17951 0.0 0.0 0.0
H -1.00216 0.01360 5.70308 0.0 0.0 0.0
H 1.50255 0.05768 5.31838 0.0 0.0 0.0
O 0.02072 2.30707 -0.10671 -0.3 -0.6 -0.1
S 1.18570 3.30570 -0.35439 0.0 -0.1 0.1
C 0.75061 4.10637 -1.93019 0.0 0.0 0.0
C 0.50082 5.58391 -1.63261 0.0 0.0 0.1
C -0.13963 5.63059 -0.24860 0.0 0.0 0.0
C 0.75464 4.76090 0.62601 -0.1 0.0 0.0
H -0.15835 3.58682 -2.23661 0.0 0.0 0.0
H 1.54257 3.91460 -2.65104 0.0 0.0 0.0
H -0.13116 6.02442 -2.40171 0.0 0.0 0.0
H 1.44490 6.13120 -1.62823 0.0 0.0 0.0
H -1.14998 5.21858 -0.27928 0.0 0.0 0.0
H -0.20152 6.64336 0.14525 0.0 0.0 0.0
H 0.30472 4.39170 1.54674 0.0 0.0 0.0
H 1.70407 5.24661 0.86014 0.0 0.0 0.0
C -1.31794 -4.66438 -0.10280 0.0 0.0 0.0
N 0.14307 -4.60134 0.00170 -0.1 -0.2 0.0
C 0.94791 -5.83402 0.08815 0.0 0.0 0.0
C 0.73658 -3.44220 0.02792 0.1 0.2 0.0
O 0.12608 -2.34271 -0.03427 -0.6 0.6 0.0
H -1.62605 -5.70405 -0.09950 0.0 0.0 0.0
H -1.64985 -4.19511 -1.02721 0.0 0.0 0.0
H -1.77946 -4.15036 0.73854 0.0 0.0 0.0
H 0.28149 -6.68773 0.03105 0.0 0.0 0.0
H 1.48612 -5.87765 1.03217 0.0 0.0 0.0
H 1.65253 -5.89096 -0.73828 0.0 0.0 0.0
H 1.82556 -3.46233 0.10458 0.0 0.0 0.0
C -8.06262 -0.60486 2.90712 0.0 0.0 0.0
C -8.36476 -0.30033 1.43971 0.0 0.0 0.0
C -9.19244 -1.45871 0.86353 0.0 0.0 0.0
C -9.18253 0.99756 1.37144 0.0 0.0 0.0
C -7.09093 -0.13646 0.61099 0.0 0.0 -0.1
C -7.19994 0.15726 -0.76047 0.0 0.0 0.1
C -6.10512 0.31637 -1.59649 0.0 0.0 0.0
C -4.87198 0.17138 -1.00410 0.0 0.0 -0.1
O -3.60215 0.26778 -1.58021 -0.3 0.1 -0.4
B -2.75845 0.02915 -0.55743 0.6 0.1 0.0
O -3.37843 -0.20597 0.64196 0.0 -0.1 0.4
C -4.74538 -0.11252 0.33291 -0.2 0.0 0.2
C -5.82320 -0.27511 1.17366 0.0 0.0 0.0
H -9.00104 -0.71012 3.45126 0.0 0.0 0.0
H -7.49698 0.20110 3.38076 0.0 0.0 0.0
H -7.51035 -1.54047 3.02274 0.0 0.0 0.0
H -10.10976 -1.58018 1.44126 0.0 0.0 0.0
H -8.63457 -2.39648 0.90807 0.0 0.0 0.0
H -9.47434 -1.28111 -0.17502 0.0 0.0 0.0
H -10.09817 0.88743 1.95409 0.0 0.0 0.0
H -9.46803 1.24731 0.34893 0.0 0.0 0.0
H -8.61686 1.83722 1.78078 0.0 0.0 0.0
H -8.18425 0.26407 -1.19591 0.0 0.0 0.0
H -6.21425 0.53814 -2.64892 0.0 0.0 0.0
H -5.67826 -0.50135 2.21960 0.0 0.0 0.0
```
Positions in Å, forces in eV/Å.

HOMO-LUMO gap (spin up / spin down)   0.2437 / 0.2438 Eh
Net charge   +2
E_HOMO (spin up / spin down)   -0.480 / -0.480 Eh
Electronic energy   -2449.41791 a.u.